{"formula": "C23H42NO3P2Yb", "method": "ωB97M-V with the def2-TZVPD basis set", "symbols": ["C", "C", "N", "C", "C", "C", "C", "P", "Yb", "P", "C", "O", "O", "H", "H", "H", "C", "C", "H", "H", "H", "H", "C", "C", "H", "H", "H", "H", "H", "H", "H", "H", "H", "H", "H", "H", "H", "H", "H", "H", "H", "H", "C", "C", "C", "C", "C", "C", "C", "C", "C", "C", "C", "C", "O", "H", "H", "H", "H", "H", "H", "H", "H", "H", "H", "H", "H", "H", "H", "H", "H", "H"], "xyz": [[-0.658, 1.253, -5.164], [-0.689, 0.768, -3.855], [0.156, 1.229, -2.914], [0.968, 2.265, -3.198], [0.996, 2.843, -4.459], [0.192, 2.324, -5.479], [-1.649, -0.375, -3.554], [-2.127, -0.531, -1.785], [0.218, 0.046, -0.716], [2.295, 1.693, -0.760], [1.889, 2.858, -2.132], [-0.469, -2.938, -4.061], [0.505, -3.285, -1.471], [-1.293, 0.785, -5.900], [1.665, 3.679, -4.632], [0.215, 2.733, -6.474], [-3.617, 0.516, -1.699], [-2.770, -2.222, -1.568], [2.842, 3.191, -2.585], [1.433, 3.762, -1.681], [-1.171, -1.352, -3.859], [-2.572, -0.272, -4.153], [2.674, 2.764, 0.664], [3.930, 1.090, -1.308], [1.048, -2.367, -1.560], [0.531, -3.478, -0.520], [-0.060, -3.131, -3.178], [0.264, -2.989, -4.703], [-0.516, 1.946, -0.503], [1.576, -1.302, -1.641], [-4.451, 0.120, -2.292], [-3.917, 0.592, -0.647], [-3.374, 1.529, -2.041], [-3.629, -2.447, -2.215], [-1.972, -2.960, -1.738], [-3.075, -2.325, -0.515], [4.686, 1.884, -1.377], [4.259, 0.318, -0.603], [3.806, 0.599, -2.281], [3.580, 3.369, 0.522], [1.823, 3.420, 0.898], [2.813, 2.110, 1.539], [-2.031, 2.024, 2.120], [-0.642, 1.963, 2.754], [-0.417, 3.192, 3.633], [-0.401, 0.649, 3.471], [-0.506, 0.486, 4.847], [-0.278, -0.761, 5.430], [0.074, -1.871, 4.664], [0.184, -1.756, 3.282], [0.544, -2.940, 2.401], [1.883, -3.558, 2.775], [-0.540, -4.009, 2.421], [-0.066, -0.493, 2.664], [0.027, -0.383, 1.377], [-2.804, 1.980, 2.898], [-2.195, 1.187, 1.430], [-2.150, 2.964, 1.569], [0.089, 2.000, 1.928], [-1.193, 3.268, 4.407], [0.559, 3.166, 4.131], [-0.467, 4.098, 3.018], [-0.769, 1.347, 5.471], [-0.376, -0.873, 6.512], [0.265, -2.842, 5.139], [0.627, -2.549, 1.379], [1.875, -3.905, 3.816], [2.071, -4.417, 2.121], [2.699, -2.837, 2.658], [-1.490, -3.617, 2.040], [-0.224, -4.855, 1.799], [-0.705, -4.371, 3.444]], "atomic_forces_ev_per_a": [[0.51, 0.80, 0.16], [0.04, -0.23, -0.39], [-0.02, -0.15, -0.05], [0.22, 0.18, -0.02], [-0.29, -0.20, -0.46], [-0.25, -0.65, 0.96], [0.10, -0.34, -0.20], [-1.13, -0.14, -0.77], [0.08, -0.05, 2.13], [0.57, 0.75, -0.30], [0.04, 0.19, 0.10], [1.05, -0.61, 0.01], [0.23, 0.75, 0.29], [-0.07, 0.12, -0.11], [-0.10, -0.07, -0.07], [0.04, 0.07, -0.17], [-0.08, 0.28, 0.39], [-0.10, -0.38, 0.02], [-0.48, -0.13, 0.00], [-0.06, -0.51, -0.23], [-0.40, 0.96, 0.30], [0.40, 0.05, 0.09], [0.04, 0.13, 0.39], [0.13, -0.24, 0.16], [-0.37, -1.02, 0.18], [-0.06, -0.13, -0.41], [-0.31, -0.11, -0.57], [-0.46, -0.05, 0.50], [0.24, -0.10, 0.02], [0.15, 0.71, 0.01], [0.26, -0.02, 0.08], [-0.06, 0.01, -0.22], [0.03, -0.23, 0.08], [0.24, 0.10, 0.13], [-0.21, 0.31, -0.01], [0.01, 0.09, -0.31], [-0.17, -0.14, 0.02], [0.07, 0.17, -0.15], [0.02, 0.11, 0.16], [-0.23, -0.15, -0.03], [0.19, -0.24, -0.20], [0.04, 0.21, -0.24], [-0.22, -0.07, 0.03], [0.34, -0.05, -0.02], [-0.03, 0.04, 0.06], [0.11, -0.68, -0.55], [0.04, -0.17, -0.13], [-0.01, -0.14, 0.53], [-0.08, 0.26, -0.05], [-0.12, 0.59, -0.41], [-0.05, 0.31, 0.10], [0.18, -0.02, 0.02], [-0.16, -0.08, -0.02], [-0.11, -0.24, 2.24], [0.25, 0.37, -2.80], [0.10, 0.01, -0.04], [0.08, 0.21, 0.11], [-0.01, -0.21, -0.02], [-0.23, 0.02, 0.15], [0.15, 0.05, -0.12], [-0.13, -0.01, -0.06], [-0.02, -0.11, 0.13], [0.11, -0.38, -0.17], [0.05, 0.06, -0.28], [-0.11, 0.43, -0.10], [0.00, -0.08, 0.19], [0.06, 0.01, -0.18], [0.14, 0.06, 0.15], [-0.09, -0.13, 0.06], [0.11, -0.10, 0.08], [-0.19, 0.01, 0.08], [0.00, 0.01, -0.21]], "mulliken_spin": [0.0001, -0.0005, -0.0033, -0.0002, 0.0000, 0.0004, 0.0003, -0.0044, 1.0210, -0.0026, 0.0002, 0.0000, -0.0005, 0.0001, 0.0000, 0.0000, -0.0004, 0.0001, -0.0001, 0.0002, 0.0000, -0.0001, 0.0002, -0.0003, -0.0007, 0.0003, 0.0001, 0.0000, -0.0020, -0.0027, -0.0001, 0.0001, 0.0000, -0.0001, 0.0001, 0.0000, -0.0001, 0.0001, 0.0000, 0.0000, -0.0001, 0.0000, 0.0000, -0.0007, 0.0000, -0.0001, 0.0002, -0.0004, 0.0002, -0.0010, 0.0004, 0.0001, 0.0000, -0.0019, -0.0028, -0.0001, 0.0003, -0.0001, 0.0009, 0.0000, 0.0000, 0.0000, 0.0000, 0.0000, 0.0000, -0.0001, 0.0000, 0.0000, 0.0000, 0.0000, 0.0000, 0.0000], "spin_multiplicity": 2, "orbital_gap_ev": [7.311, 7.308], "total_energy_ha": -3023.47508, "lumo_ev": [0.3, 0.3], "total_charge": 0, "largest_force_ha_per_bohr": 0.055, "e_homo_ev": [-7.052, -7.050]}

---

{"formula": "C5H7N", "method": "ωB97M-V with the def2-TZVPD basis set", "symbols": ["N", "C", "C", "C", "C", "C", "H", "H", "H", "H", "H", "H", "H"], "xyz": [[2.089, -0.754, 1.543], [1.523, -0.325, 0.615], [1.063, 0.273, -0.658], [-0.307, 0.879, -0.512], [-0.498, -0.945, 1.520], [-1.332, 0.606, -1.306], [1.069, -0.513, -1.420], [1.796, 1.031, -0.965], [-0.420, 1.557, 0.330], [-0.647, -0.653, 2.578], [-0.573, -2.051, 1.521], [-1.255, -0.122, -2.110], [-2.306, 1.051, -1.127]], "atomic_forces_ev_per_a": [[-0.88, 0.31, -0.79], [0.20, -0.44, 0.89], [-0.03, 0.00, -0.10], [-0.19, 0.12, -0.21], [0.04, -0.15, 0.13], [0.11, 0.09, 0.00], [-0.04, 0.10, 0.12], [-0.06, -0.14, 0.14], [-0.03, -0.01, -0.21], [0.38, -0.08, -0.06], [0.34, 0.08, 0.11], [0.01, 0.12, 0.07], [0.14, 0.01, -0.11]], "lowdin_charge": [0.1581, -0.2995, -0.1859, -0.2561, 0.1849, -0.0129, 0.1238, 0.1236, 0.1030, -0.0283, -0.0278, 0.0607, 0.0563], "orbital_gap_ev": [8.167, 8.167], "total_energy_ha": -249.26369, "lumo_ev": [-0.5, -0.5], "total_charge": 0, "de_lowest_ev": 5.7020, "largest_force_ha_per_bohr": 0.024, "e_homo_ev": [-8.626, -8.625]}

---

{"formula": "CH6NOS", "method": "ωB97M-V with the def2-TZVPD basis set", "symbols": ["S", "H", "H", "N", "C", "O", "H", "H", "H", "H"], "xyz": [[0.956, 2.103, 0.321], [0.169, 3.048, -0.219], [0.126, 1.014, -0.022], [-0.931, -2.666, -0.210], [-0.167, -1.410, 0.062], [-0.733, -0.297, -0.433], [-0.951, -2.790, -1.212], [-1.891, -2.478, 0.069], [-0.052, -1.394, 1.169], [0.844, -1.623, -0.363]], "atomic_forces_ev_per_a": [[0.40, 0.63, 0.19], [0.01, -0.13, 0.02], [-0.65, -0.96, -0.35], [0.16, -0.11, 0.45], [-0.06, -0.16, -0.11], [0.18, 0.57, 0.08], [-0.13, 0.10, -0.26], [0.04, 0.05, -0.12], [0.06, 0.00, -0.02], [-0.01, 0.02, 0.12]], "lowdin_charge": [0.3134, -0.2781, -0.2200, -0.0463, -0.6019, -0.3761, 0.0208, 0.0293, 0.0785, 0.0805], "orbital_gap_ev": 7.310, "total_energy_ha": -569.88720, "lumo_ev": 4.0, "total_charge": -1, "de_lowest_ev": 1.0759, "largest_force_ha_per_bohr": 0.023, "e_homo_ev": -3.356}